{"formula": "C58H92BN11OPS4Ti", "method": "ωB97M-V/def2-TZVPD", "molar_mass_g_mol": 1177.37, "homo_lumo_gap_ev": [6.44, 6.44], "de_lowest_kcal_mol": 10.5, "homo_energy_ha": [-0.316, -0.316], "energy_ev": -156499.8001, "total_charge": 1, "symbols": ["Ti", "C", "C", "C", "C", "N", "N", "B", "N", "N", "C", "C", "C", "C", "C", "S", "C", "C", "C", "C", "N", "N", "C", "C", "C", "C", "C", "S", "C", "C", "C", "C", "C", "S", "C", "C", "C", "C", "H", "H", "H", "H", "H", "H", "H", "H", "H", "H", "H", "H", "H", "H", "H", "H", "H", "H", "H", "H", "H", "H", "H", "H", "H", "H", "H", "H", "H", "H", "H", "H", "H", "H", "H", "H", "H", "H", "H", "C", "C", "C", "C", "C", "C", "C", "C", "H", "H", "H", "H", "H", "C", "N", "C", "C", "C", "N", "C", "O", "N", "H", "H", "H", "H", "H", "H", "H", "C", "C", "C", "C", "N", "C", "S", "N", "C", "C", "C", "C", "H", "H", "H", "H", "H", "H", "H", "H", "H", "H", "H", "H", "H", "H", "H", "H", "H", "H", "H", "H", "C", "C", "C", "P", "C", "C", "C", "C", "C", "C", "H", "H", "H", "H", "H", "H", "H", "H", "H", "H", "H", "H", "H", "H", "H", "H", "H", "H", "H", "H", "H"], "xyz": [[-0.995024, 1.762110, -0.461944], [-4.307034, -2.656112, -1.008575], [-2.808276, -2.668423, -0.994621], [-2.099402, -3.752145, -0.613768], [-0.692877, -3.690289, -0.542253], [-0.043656, -2.603571, -0.878032], [-0.745155, -1.547512, -1.293688], [0.005252, -0.259756, -1.737550], [1.559886, -0.254994, -1.575407], [2.174764, -1.241419, -2.256992], [3.463436, -1.194148, -2.430409], [4.221625, -0.107222, -1.928841], [3.628294, 0.861599, -1.214947], [4.396560, 2.039340, -0.677372], [2.204113, 0.759732, -1.013993], [1.414567, 1.932243, -0.087785], [4.074276, -2.316949, -3.265915], [3.571753, -3.663774, -2.744801], [5.599440, -2.299100, -3.211557], [3.605597, -2.128338, -4.715496], [-0.316181, -0.053646, -3.270712], [-0.374659, -1.213879, -3.947618], [-0.677050, -1.192115, -5.211708], [-0.951752, 0.041447, -5.857322], [-0.861472, 1.207344, -5.184357], [-1.157424, 2.535060, -5.824361], [-0.495314, 1.138446, -3.799411], [-0.294503, 2.518952, -2.813804], [-0.689763, -2.520702, -5.968266], [0.468310, -2.496199, -6.980967], [-0.503211, -3.696757, -5.009602], [-2.018927, -2.678697, -6.711194], [-2.076852, -1.498121, -1.341223], [-2.816914, -0.008145, -1.724237], [0.132559, -4.917815, -0.136632], [-0.641120, -5.817424, 0.832510], [1.447367, -4.487390, 0.524780], [0.412089, -5.720482, -1.423078], [-4.701399, -3.643344, -0.761538], [-4.687517, -2.346325, -1.984422], [-4.676495, -1.929452, -0.279833], [-2.620349, -4.661423, -0.329953], [5.285347, -0.038944, -2.137260], [5.468583, 1.885094, -0.807735], [4.180211, 2.202556, 0.380945], [4.105303, 2.952161, -1.205180], [3.973771, -3.874429, -1.744608], [3.886648, -4.468214, -3.419335], [2.484819, -3.653925, -2.681329], [5.968718, -2.347063, -2.179931], [6.024953, -1.410717, -3.693988], [5.983288, -3.173680, -3.744027], [2.512178, -2.150938, -4.759410], [3.999138, -2.932897, -5.347931], [3.950845, -1.170309, -5.125097], [-1.256630, 0.048245, -6.900329], [-1.572636, 2.396759, -6.824563], [-0.248300, 3.141655, -5.897259], [-1.859537, 3.103250, -5.209285], [1.424582, -2.315541, -6.481806], [0.326343, -1.712385, -7.733372], [0.529281, -3.456839, -7.502287], [0.420000, -3.603780, -4.430093], [-0.468368, -4.626536, -5.585989], [-1.331408, -3.757539, -4.294768], [-2.180319, -1.885943, -7.447972], [-2.862223, -2.674465, -6.013014], [-2.025601, -3.630587, -7.248605], [-1.074210, -5.246703, 1.660194], [0.040665, -6.564626, 1.249413], [-1.449655, -6.361715, 0.332960], [1.261046, -4.069034, 1.525687], [1.953077, -3.727061, -0.069724], [2.109482, -5.352874, 0.635522], [-0.528236, -6.015521, -1.906110], [0.973414, -6.632685, -1.185341], [0.987257, -5.133850, -2.140608], [-1.080883, 0.162693, 0.844671], [-1.530593, -0.724829, 1.555887], [-2.055994, -1.776769, 2.401818], [-1.214186, -2.734413, 2.985582], [-1.718127, -3.705681, 3.840187], [-3.083584, -3.762386, 4.116944], [-3.935435, -2.840202, 3.520950], [-3.425233, -1.855627, 2.678516], [-0.155579, -2.691101, 2.754797], [-1.048616, -4.429292, 4.294287], [-3.478606, -4.522681, 4.784724], [-5.002089, -2.886609, 3.715233], [-4.095188, -1.144049, 2.211215], [-5.432283, 2.706750, -1.394612], [-4.787062, 2.545142, -0.075915], [-5.491649, 2.302425, 1.056630], [-4.889188, 2.028966, 2.225331], [-3.456829, 1.966116, 2.233153], [-2.776643, 2.251333, 1.126904], [-3.425765, 2.515407, -0.004260], [-2.731164, 2.735801, -1.035500], [-2.792511, 1.613085, 3.309683], [-6.487382, 2.906953, -1.236347], [-5.304193, 1.799588, -1.978786], [-4.975236, 3.533201, -1.925436], [-6.569589, 2.333669, 0.955799], [-5.469535, 1.843639, 3.120049], [-3.287357, 1.376652, 4.150336], [-1.779251, 1.458597, 3.272601], [5.048038, -2.538087, 2.076408], [4.803619, -1.429338, 3.102787], [3.998615, -0.260863, 2.537142], [2.535599, -0.561821, 2.224583], [1.765980, -0.987568, 3.391977], [0.866260, -0.214357, 4.039317], [0.577147, 1.397545, 3.592712], [0.222853, -0.846423, 5.046973], [-0.641691, -0.212394, 6.046671], [0.106197, 0.366641, 7.249598], [0.388851, -0.635975, 8.370403], [1.229859, -1.844600, 7.954572], [5.645437, -3.351347, 2.498102], [5.589506, -2.143199, 1.207092], [4.110165, -2.973684, 1.712290], [5.765394, -1.051329, 3.457012], [4.302164, -1.838958, 3.986568], [4.474199, 0.069161, 1.602446], [4.027152, 0.584746, 3.232371], [2.437982, -1.327501, 1.445651], [2.052595, 0.335889, 1.867102], [1.949769, -1.904599, 3.763163], [0.519672, -1.783827, 5.255232], [-1.366825, -0.966018, 6.366700], [-1.175097, 0.581759, 5.537600], [-0.485057, 1.190982, 7.658384], [1.040910, 0.800361, 6.884040], [-0.561787, -0.987770, 8.781988], [0.904165, -0.109155, 9.175853], [0.677464, -2.511689, 7.281108], [1.512735, -2.444276, 8.821422], [2.150459, -1.530368, 7.450437], [-1.535493, 4.732437, 2.715379], [-1.807820, 5.322442, 1.318904], [-2.024011, 6.829569, 1.436020], [-0.561804, 4.721988, 0.096619], [1.039543, 5.442380, 0.710038], [2.113195, 5.392809, -0.392625], [1.589967, 4.750963, 1.986629], [-0.842819, 5.716263, -1.451146], [-0.458331, 7.199122, -1.432700], [-2.277185, 5.548202, -1.981221], [-2.459583, 4.717960, 3.303535], [-0.816929, 5.352577, 3.256150], [-1.136220, 3.717815, 2.683077], [-2.736433, 4.880865, 0.951632], [-1.085419, 7.369309, 1.588458], [-2.658797, 7.028855, 2.305590], [-2.526645, 7.249701, 0.566926], [0.827653, 6.486157, 0.944981], [2.462245, 4.369504, -0.528811], [2.967535, 6.006350, -0.086211], [1.772395, 5.758312, -1.361634], [1.309423, 3.701151, 2.062695], [1.260882, 5.245306, 2.901685], [2.685730, 4.781447, 1.978711], [-0.192277, 5.215764, -2.169220], [-1.158392, 7.799305, -0.854834], [-0.488031, 7.572267, -2.461790], [0.544031, 7.388966, -1.050479], [-3.022787, 5.872710, -1.246095], [-2.485003, 4.515323, -2.247710], [-2.410591, 6.164340, -2.875571]], "forces_ev_per_a": [[0.75, -1.27, -1.13], [0.06, 0.01, -0.02], [-0.43, 0.44, -0.21], [0.11, -0.50, 0.14], [0.29, -0.12, 0.14], [-0.05, -0.07, -0.02], [0.71, -0.03, -0.31], [-0.66, 1.42, 0.97], [-0.49, -0.71, -0.52], [0.06, 0.01, -0.14], [-0.05, -0.09, -0.09], [0.54, -0.41, -0.37], [-0.34, 0.64, 0.54], [-0.15, -0.11, -0.03], [0.52, 0.30, 0.31], [0.08, 0.35, 0.24], [-0.05, 0.01, 0.01], [0.04, -0.12, 0.12], [0.19, 0.05, -0.02], [-0.03, 0.04, -0.08], [0.38, -1.21, 0.39], [-0.05, 0.04, -0.04], [0.02, -0.08, -0.07], [-0.13, -0.42, -0.41], [0.05, 0.67, 0.19], [0.10, -0.07, 0.09], [0.00, 0.57, -0.31], [-0.26, 0.06, -0.16], [0.12, 0.20, 0.08], [0.00, 0.04, -0.07], [-0.01, -0.01, 0.13], [-0.13, 0.00, -0.04], [-0.38, -0.03, 0.08], [0.03, 0.28, 0.17], [0.00, 0.13, -0.14], [-0.12, -0.05, 0.07], [0.00, 0.04, 0.08], [0.00, -0.05, 0.04], [0.03, 0.08, -0.02], [0.03, -0.01, 0.05], [0.02, -0.03, -0.05], [0.09, 0.10, -0.02], [-0.15, -0.09, 0.06], [-0.07, 0.00, -0.01], [0.01, -0.02, -0.06], [0.00, -0.08, 0.04], [-0.08, 0.03, -0.16], [-0.03, 0.11, 0.11], [-0.02, -0.04, -0.01], [-0.04, -0.01, -0.14], [-0.07, -0.14, 0.07], [-0.01, 0.09, 0.05], [0.16, 0.01, 0.06], [-0.04, 0.12, 0.09], [-0.06, -0.14, 0.06], [0.08, -0.02, 0.11], [0.06, 0.01, 0.10], [-0.10, -0.09, 0.02], [0.03, -0.06, -0.04], [-0.14, -0.06, -0.10], [0.01, -0.09, 0.08], [-0.02, 0.11, 0.04], [-0.08, -0.01, -0.08], [-0.01, 0.09, 0.07], [0.10, 0.00, -0.08], [0.02, -0.08, 0.07], [0.08, 0.00, -0.06], [-0.01, 0.06, 0.03], [0.08, -0.06, -0.07], [-0.07, 0.05, -0.04], [0.10, 0.06, 0.06], [0.02, -0.08, -0.23], [0.03, -0.04, -0.01], [-0.09, 0.09, 0.00], [0.14, 0.04, 0.08], [-0.09, 0.15, -0.03], [0.00, 0.00, 0.04], [-0.20, -0.71, 0.50], [0.22, -0.28, 0.25], [0.16, 0.21, -0.11], [-0.06, 0.02, -0.03], [-0.10, 0.09, -0.05], [0.08, 0.02, -0.03], [0.09, 0.06, -0.07], [-0.09, -0.12, 0.04], [-0.06, 0.00, 0.03], [-0.02, 0.03, -0.06], [0.06, 0.10, -0.10], [0.08, 0.03, -0.03], [-0.01, 0.05, 0.01], [0.13, -0.02, 0.37], [-0.18, 0.08, -0.43], [-0.43, 0.00, -0.10], [0.07, -0.01, 0.29], [-0.28, -0.19, -0.08], [0.16, 0.03, -0.23], [0.15, 0.42, -0.54], [-0.92, 0.15, 0.26], [0.28, -0.09, 0.31], [-0.03, 0.00, 0.03], [0.04, -0.10, -0.01], [0.06, 0.10, 0.01], [0.06, 0.02, 0.01], [0.07, 0.00, -0.09], [0.00, -0.05, 0.04], [-0.03, 0.03, 0.04], [-0.01, -0.01, -0.01], [0.01, -0.10, -0.15], [-0.01, 0.04, 0.03], [0.03, -0.30, 0.14], [0.07, 0.29, -0.19], [-0.04, 0.03, 0.00], [0.04, -0.21, 0.51], [-0.02, 0.43, 0.19], [0.23, -0.12, -0.21], [0.06, -0.12, 0.00], [0.07, -0.05, -0.12], [-0.02, 0.03, -0.09], [-0.06, 0.09, -0.04], [-0.09, -0.06, 0.12], [0.09, 0.05, 0.03], [-0.02, -0.02, 0.01], [0.01, 0.02, -0.01], [-0.06, 0.02, 0.12], [0.00, -0.04, -0.05], [-0.02, 0.00, 0.08], [-0.12, 0.12, -0.16], [0.03, -0.07, 0.03], [-0.02, -0.11, 0.01], [-0.01, 0.02, -0.04], [-0.08, 0.08, -0.09], [0.03, -0.03, -0.02], [-0.01, 0.06, 0.02], [0.00, 0.02, 0.04], [-0.03, -0.01, 0.03], [0.06, 0.07, 0.06], [-0.02, 0.04, -0.03], [-0.08, -0.04, 0.04], [0.00, 0.09, -0.06], [-0.11, -0.08, 0.25], [-0.05, 0.07, 0.10], [0.35, -0.17, 0.00], [0.27, -0.35, 0.08], [0.06, 0.05, 0.06], [0.01, 0.20, -0.12], [-0.31, 0.04, -0.07], [0.00, 0.09, -0.08], [0.06, 0.08, 0.00], [0.08, 0.02, -0.06], [-0.09, -0.05, -0.05], [-0.01, 0.02, -0.02], [-0.13, -0.01, -0.02], [-0.07, -0.04, 0.00], [0.04, 0.02, -0.05], [0.03, -0.02, 0.00], [0.04, 0.08, -0.01], [-0.04, 0.06, 0.01], [-0.07, -0.07, -0.03], [0.04, -0.02, 0.08], [-0.03, -0.03, -0.05], [0.01, -0.02, -0.10], [-0.14, 0.05, -0.02], [0.09, -0.04, -0.09], [0.03, -0.01, -0.03], [0.01, -0.01, 0.08], [-0.08, 0.00, 0.00], [0.06, 0.00, -0.06], [0.02, 0.08, 0.00], [0.04, 0.01, 0.07]], "mulliken_charge": [-1.28, -1.83, 0.52, -1.14, 0.01, -0.33, 1.30, -0.59, 0.54, -0.02, -0.34, -0.86, 0.18, -2.08, 0.25, 1.24, 2.28, -1.14, -2.25, -1.27, 0.41, -0.19, 0.00, -1.14, 0.43, -1.81, 0.88, -0.46, 2.53, -1.30, -1.65, -1.84, 1.14, -0.34, 2.19, -2.09, -0.99, -1.64, 0.49, 0.35, 0.19, 0.37, 0.51, 0.51, 0.38, 0.37, 0.38, 0.52, -0.33, 0.39, 0.40, 0.46, -0.33, 0.47, 0.41, 0.37, 0.41, 0.33, 0.27, 0.09, 0.35, 0.49, 0.02, 0.58, 0.20, 0.35, 0.32, 0.49, 0.33, 0.44, 0.40, 0.02, -0.37, 0.60, 0.40, 0.50, 0.07, 0.40, 0.39, 0.81, 0.52, -1.05, -0.85, -0.93, -0.29, -0.09, 0.58, 0.43, 0.42, 0.50, -0.82, 0.43, -0.53, -1.18, -0.23, 0.90, -0.46, -0.26, 0.56, 0.44, 0.21, 0.21, 0.50, 0.56, 0.26, -0.65, -0.69, -0.70, -0.36, 1.66, 0.24, 0.02, -0.46, 0.55, -0.53, -0.62, -0.52, -0.93, 0.45, 0.20, -0.08, 0.41, 0.30, 0.02, 0.32, -0.16, -2.07, 0.52, 0.19, 0.57, -0.15, 0.38, 0.21, 0.28, 0.37, 0.15, 0.38, 0.24, -1.90, 1.11, -1.71, 1.69, 0.57, -1.92, -1.50, 0.27, -1.95, -1.09, 0.44, 0.44, 0.17, -0.04, 0.26, 0.47, 0.40, 0.81, 0.12, 0.61, 0.36, 0.07, 0.30, 0.49, 0.24, 0.31, 0.49, 0.39, 0.18, -0.19, 0.59]}